[1]
The following is a quantum chemistry calculation of the molecule C4H5NO, from OMol25.

Last column: Löwdin charge in e.
Cartesian coordinates (Å):
O: -0.69 -0.52 -1.41  -0.0709
N: -0.16 -1.69 -0.90  0.0866
C: 0.63 1.06 0.23  -0.0158
C: -0.55 -0.24 0.91  -0.0449
C: -0.04 -1.52 0.37  -0.1678
C: -0.85 0.33 -0.34  -0.3193
H: 1.34 0.63 0.94  0.0845
H: 1.11 1.08 -0.75  0.1047
H: 0.35 2.05 0.58  0.0876
H: 0.36 -2.35 0.95  0.1055
H: -1.49 1.17 -0.58  0.1499

Calculated values
* HOMO: -9.05 eV
* frontier orbital gap: 9.6 eV
* ΔE to the lowest compared entry with this formula, charge and spin: 118.56 kcal per mole
* E_LUMO: 0.5 eV
* total energy: -285.22564 a.u.

=====

[2]
The following is a quantum chemistry calculation of C25H46BCl8MnN4O25 as an isolated structure in a non-equilibrium geometry, from OMol25.

Last column: Löwdin spin population.
Cartesian coordinates (Å):
Mn: 1.97 -4.98 0.27  4.8545
Cl: -4.51 2.14 -0.05  0.0000
Cl: 1.02 4.14 7.25  0.0000
Cl: 3.23 -0.26 -1.91  0.0001
Cl: 5.02 2.97 0.80  0.0000
Cl: 2.74 6.50 1.60  0.0000
Cl: -3.98 1.43 -3.25  0.0000
Cl: 1.33 1.32 -4.12  0.0000
Cl: -1.52 5.32 9.02  0.0000
O: 4.89 1.19 5.77  0.0000
O: 0.76 1.59 0.79  0.0001
O: 2.01 -4.04 2.27  0.0309
O: 0.96 -4.94 -1.67  0.0347
O: -3.49 -0.03 -6.62  0.0000
O: 0.23 3.31 -1.51  0.0000
O: -0.58 -0.12 -0.29  0.0001
O: 1.72 4.76 -1.97  0.0000
O: -0.66 0.31 2.12  0.0002
O: -0.79 1.70 3.93  0.0001
O: -0.70 -1.93 -1.72  0.0007
O: 1.51 -4.23 -3.80  0.0033
O: -5.16 -3.53 -3.56  0.0000
O: 0.88 3.44 2.18  0.0000
O: 1.64 -2.84 -0.04  0.0405
O: -2.33 -2.89 3.23  0.0000
O: 1.18 -0.91 1.03  0.0056
O: 3.87 -3.56 3.37  0.0020
O: -4.28 -2.18 -6.54  0.0000
O: -5.16 -4.28 -1.53  0.0000
O: -2.28 -2.55 1.10  0.0000
O: 1.91 -3.05 4.27  0.0018
O: -0.51 -5.24 -3.38  0.0021
O: 3.11 -0.02 6.38  0.0000
O: -2.43 -1.73 -5.60  0.0000
N: 3.69 0.77 5.67  0.0000
N: -2.63 -2.27 2.24  0.0000
N: -4.71 -3.58 -2.43  0.0000
N: 0.60 4.45 -1.62  0.0000
C: -0.19 -1.32 -0.77  0.0006
C: -1.52 5.00 7.29  0.0000
C: -3.02 1.39 -0.61  0.0000
C: -0.30 5.59 -1.32  0.0000
C: 2.52 -3.65 3.27  0.0051
C: 2.70 -3.63 -3.32  0.0012
C: -0.69 3.82 6.86  0.0000
C: 3.06 1.49 -1.93  0.0000
C: -0.80 -5.18 -4.74  0.0004
C: -3.39 -1.24 -6.32  0.0000
C: 2.77 2.02 -3.40  0.0000
C: 0.66 -4.85 -2.86  0.0055
C: -1.45 -0.94 -4.99  0.0000
C: 3.91 5.40 0.81  0.0000
C: -5.19 -2.01 -7.63  0.0000
C: -3.62 -1.20 2.39  0.0000
C: -0.34 1.40 2.81  0.0000
C: -2.77 1.90 -2.03  0.0000
C: 0.57 -2.56 4.14  0.0001
C: 0.47 2.30 1.88  0.0000
C: 3.59 3.97 1.22  0.0000
C: 4.61 -3.03 4.56  0.0002
C: 2.87 1.24 4.53  0.0000
C: 0.94 -1.83 0.16  0.0085
C: -3.45 -2.87 -2.08  0.0000
B: 0.19 0.21 0.90  0.0003
H: 3.93 1.94 -1.46  0.0000
H: 3.61 1.79 -4.07  0.0000
H: 2.63 2.26 4.81  0.0000
H: -4.71 -1.83 -8.59  0.0000
H: -3.25 -2.08 -2.80  0.0000
H: -0.65 5.90 -2.30  0.0000
H: 3.41 1.06 3.60  0.0000
H: -1.61 -5.87 -4.97  0.0000
H: -0.86 -0.45 -5.76  0.0000
H: -4.16 -1.13 1.45  0.0000
H: -2.79 2.99 -1.99  0.0000
H: -2.64 -3.60 -2.06  0.0000
H: -0.17 -3.34 3.95  0.0000
H: 0.15 -5.39 -5.23  0.0000
H: -1.20 5.93 6.84  0.0000
H: -0.86 3.74 5.78  0.0000
H: 0.21 6.30 -0.67  0.0000
H: -3.55 -2.64 -1.02  0.0000
H: -5.87 -1.16 -7.51  0.0000
H: 2.97 -2.66 -3.75  0.0002
H: -1.12 -4.18 -5.01  0.0001
H: 4.29 -2.01 4.80  0.0000
H: -5.74 -2.96 -7.63  0.0000
H: -3.13 -0.24 2.47  0.0000
H: -0.63 -1.44 -4.47  0.0000
H: 0.26 -1.81 4.87  0.0000
H: 2.71 3.54 0.74  0.0000
H: -2.19 1.77 -0.01  0.0000
H: 5.64 -2.99 4.22  0.0000
H: -2.55 4.86 6.98  0.0000
H: 2.76 -3.44 -2.25  0.0006
H: 4.90 5.76 1.10  0.0000
H: 4.01 5.56 -0.27  0.0000
H: -1.79 1.58 -2.38  0.0000
H: -4.28 -1.30 3.25  0.0000
H: 3.54 -4.20 -3.70  0.0000
H: 2.23 1.64 -1.24  0.0000
H: 4.45 -3.61 5.46  0.0000
H: -3.08 0.31 -0.65  0.0000
H: 0.55 -1.97 3.23  0.0000
H: 1.91 0.74 4.49  0.0000
H: -1.16 5.33 -0.70  0.0000
H: -1.86 -0.27 -4.24  0.0000
H: 3.27 3.90 2.26  0.0000
H: 2.68 3.10 -3.50  0.0000
H: -0.99 2.92 7.40  0.0000

Calculated values
* HOMO (spin up / spin down): -11.79 / -11.79 eV
* frontier orbital gap (spin up / spin down): 5.7 / 5.3 eV
* 2S+1: 6
* E_LUMO (spin up / spin down): -6.1 / -6.4 eV
* total charge: +1
* total energy: -7937.15753 a.u.
* ⟨S²⟩: 8.75

=====

[3]
The following is a quantum chemistry calculation of a 2-piece molecular cluster, C11H14BrFN2O5S2 overall, from OMol25.

Last column: Löwdin charge in e.
Cartesian coordinates (Å):
Br: 4.59 -0.55 -0.16  0.5701
S: 2.13 1.93 -1.27  0.8701
S: -1.88 -4.80 1.00  0.1340
F: -3.86 0.75 -1.11  -0.0443
O: 2.73 -2.03 -1.56  0.0948
O: -2.69 -4.57 -0.23  -0.5244
O: -0.58 -5.44 0.64  -0.5227
O: -2.64 -5.69 1.92  -0.5141
O: -1.61 -3.47 1.66  -0.5368
N: -0.94 -2.30 -1.24  0.3020
N: -0.03 -0.35 2.99  0.2054
C: 0.47 -0.26 -0.46  -0.4015
C: -0.49 0.46 0.55  -0.2171
C: 1.20 3.31 -0.53  -0.5318
C: -0.26 -1.39 -1.07  -0.1830
C: 1.69 -0.87 0.28  -0.1441
C: 1.53 3.52 0.96  -0.1602
C: 2.79 -1.30 -0.65  -0.7482
C: -2.00 0.28 0.30  -0.1184
C: -2.48 0.84 -1.02  -0.2151
C: 0.86 0.69 -1.62  -0.4107
C: -0.24 0.06 1.94  -0.1977
H: 0.64 3.81 1.52  0.0696
H: -2.04 0.34 -1.88  0.1089
H: 2.10 -0.20 1.03  0.0845
H: -2.51 0.84 1.09  0.1289
H: 1.48 4.21 -1.08  0.0544
H: -0.02 1.22 -1.99  0.0724
H: 1.20 0.08 -2.45  0.0880
H: -0.27 1.53 0.51  0.1071
H: 0.13 3.16 -0.66  0.0530
H: 1.33 -1.78 0.77  0.1637
H: -2.24 1.91 -1.07  0.1106
H: 1.91 2.58 1.37  0.0541
H: 2.33 4.24 1.09  0.0626
H: -2.31 -0.77 0.43  0.1357

Calculated values
* HOMO: 0.65 eV
* frontier orbital gap: 2.8 eV
* E_LUMO: 3.5 eV
* total charge: -2
* total energy: -4383.47155 a.u.

=====

[4]
The following is a quantum chemistry calculation of C50H50BBrMoN7O8 as an isolated structure in a non-equilibrium geometry, from OMol25.

Last column: Löwdin spin population.
Cartesian coordinates (Å):
Mo: -0.72 -0.49 0.43  1.7368
Br: -1.49 2.56 -1.68  0.0082
O: 1.67 -2.51 -0.76  0.0022
O: -0.78 -2.52 7.08  -0.0001
O: -2.51 -4.57 1.14  0.0015
O: -5.87 -2.43 4.45  -0.0001
O: 1.61 -0.25 -0.03  0.0270
O: -1.09 -2.49 0.15  0.0771
O: -0.91 6.49 -2.36  0.0000
O: 3.59 -1.70 0.36  0.0008
N: 3.27 5.88 1.29  0.0008
N: 3.43 4.80 1.84  0.0024
N: -2.48 -1.82 -1.61  0.0076
N: -0.20 1.55 1.02  0.0185
N: -1.70 -0.61 -1.56  0.0106
N: -0.19 -0.89 2.41  0.0031
N: -2.63 -0.35 1.40  0.0008
C: 2.36 5.32 -1.05  0.0001
C: 0.46 2.71 -4.36  -0.0012
C: 0.42 -2.05 6.49  0.0014
C: 3.81 -3.16 0.05  0.0001
C: 2.15 -4.78 -1.12  0.0001
C: 1.25 -1.39 4.28  -0.0008
C: -4.98 -1.44 2.43  0.0125
C: -2.99 -6.05 -2.61  0.0000
C: 3.39 -2.99 -2.48  0.0001
C: -3.44 -6.09 -0.27  0.0000
C: 1.01 -0.99 2.98  0.0109
C: -2.25 -4.24 -1.20  -0.0003
C: -3.46 -6.74 -1.51  0.0000
C: 3.86 2.55 0.91  -0.0072
C: 0.25 6.41 -1.59  0.0000
C: 1.34 6.99 0.39  0.0003
C: -2.40 -4.80 -2.46  0.0001
C: -6.22 -1.98 3.16  0.0021
C: 5.26 -3.35 -0.35  0.0000
C: -5.01 -0.69 1.26  -0.0053
C: -2.74 -4.94 -0.10  0.0001
C: -1.06 2.37 1.59  0.0323
C: 1.31 5.56 -1.94  0.0002
C: -0.32 1.45 -4.03  -0.0122
C: -1.07 1.21 -2.98  -0.0013
C: -0.18 3.95 -4.67  -0.0011
C: -1.09 -1.66 4.53  -0.0024
C: 2.75 -3.44 -1.11  0.0003
C: -0.73 3.60 2.08  -0.0032
C: 2.12 0.96 0.49  -0.0057
C: 1.57 3.19 1.45  -0.0007
C: 1.89 4.72 -5.71  -0.0008
C: 0.59 4.03 2.01  0.0336
C: -2.07 7.09 -1.78  0.0000
C: -1.57 -2.88 -1.12  0.0105
C: 0.35 7.26 -0.55  0.0003
C: -2.60 -1.00 2.55  0.0133
C: 1.85 2.57 -4.61  -0.0009
C: 3.56 -3.98 1.31  0.0000
C: 3.46 1.24 0.53  0.0106
C: -3.82 -0.14 0.83  0.0119
C: -3.77 -1.59 3.06  -0.0045
C: 1.12 1.93 0.96  0.0144
C: 2.96 3.54 1.32  0.0085
C: -1.23 -1.23 3.21  0.0083
C: 0.55 4.93 -5.34  0.0001
C: 2.55 3.56 -5.26  0.0001
C: 0.19 -1.67 5.08  0.0070
C: 2.35 6.05 0.12  0.0004
C: -1.71 -0.04 -2.71  -0.0375
B: 2.31 -1.48 -0.13  0.0050
H: 2.25 -1.51 4.60  -0.0003
H: 1.62 -4.85 -0.19  0.0000
H: -2.77 -2.02 -2.55  -0.0005
H: -3.86 0.50 -0.03  0.0005
H: 3.57 3.50 -5.51  0.0000
H: 4.17 -3.67 -2.81  0.0000
H: 3.69 -5.05 1.14  0.0000
H: 0.94 4.99 2.40  0.0016
H: -2.12 -4.23 -3.34  0.0001
H: 5.93 -2.85 0.32  0.0000
H: 2.53 -3.94 1.70  0.0000
H: 1.23 5.02 -2.83  0.0000
H: -2.15 -3.66 1.13  0.0006
H: -3.77 -2.19 3.91  -0.0006
H: -1.89 -2.00 5.16  -0.0003
H: 5.43 -4.42 -0.38  0.0000
H: 3.07 4.64 -1.40  0.0000
H: -0.67 -2.93 -1.83  0.0017
H: 2.58 -2.94 -3.22  0.0000
H: -7.01 -1.19 3.08  0.0007
H: 2.35 1.67 -4.26  -0.0001
H: -1.54 4.15 2.61  -0.0008
H: 1.91 -0.86 2.35  0.0002
H: -2.14 -0.47 -3.60  -0.0028
H: 4.22 0.50 0.29  0.0007
H: 1.39 7.43 1.38  0.0000
H: 4.92 2.82 0.98  -0.0005
H: 1.18 -2.84 6.56  0.0004
H: -1.21 4.12 -4.37  0.0001
H: -0.38 8.09 -0.44  0.0000
H: 2.91 -5.52 -1.23  0.0000
H: 0.10 5.92 -5.61  0.0000
H: 5.48 -2.99 -1.35  0.0000
H: -6.41 -3.20 4.68  0.0000
H: -2.15 8.17 -1.99  0.0000
H: 0.81 -1.10 6.99  0.0006
H: -3.90 -6.62 0.56  0.0000
H: 1.47 -4.91 -1.96  0.0000
H: -2.93 6.64 -2.28  0.0000
H: 2.36 5.46 -6.33  -0.0001
H: 4.18 -3.70 2.18  0.0000
H: 0.00 0.61 -4.60  -0.0009
H: -3.96 -7.71 -1.64  0.0000
H: -2.08 1.95 1.65  0.0026
H: -2.24 6.83 -0.74  0.0000
H: -3.03 -6.47 -3.62  0.0000
H: 3.77 -1.99 -2.33  0.0000
H: -5.91 -0.40 0.75  -0.0007
H: -6.69 -2.76 2.61  0.0007
H: -0.60 -3.10 7.81  0.0000

Calculated values
* HOMO (spin up / spin down): -8.99 / -8.10 eV
* frontier orbital gap (spin up / spin down): 6.2 / 5.1 eV
* 2S+1: 3
* ΔE to the lowest compared entry with this formula, charge and spin: 0.00 kcal per mole
* E_LUMO (spin up / spin down): -2.8 / -3.0 eV
* total charge: +1
* total energy: -5587.41531 a.u.
* ⟨S²⟩: 2.04

=====

[5]
The following is a quantum chemistry calculation of C4H6O4 as an isolated structure in a non-equilibrium geometry, from OMol25.

Last column: Löwdin charge in e.
Cartesian coordinates (Å):
O: 2.00 -0.42 -0.96  0.0855
O: -0.88 1.02 -0.79  -0.1171
O: 0.51 -1.93 -1.78  0.0150
O: 0.77 0.51 0.86  -0.1360
C: 0.05 -0.72 0.46  -0.2144
C: -0.11 1.52 0.36  -0.1685
C: 0.93 -1.22 -0.76  -0.3617
C: -1.24 -0.33 -0.19  -0.1098
H: -1.01 1.53 1.07  0.1199
H: -1.85 -1.19 -0.84  0.1980
H: -1.93 0.14 0.95  0.1941
H: 0.43 2.39 0.15  0.1233
H: 0.06 -1.33 1.54  0.2195
H: 2.27 0.03 -0.09  0.1522

Calculated values
* HOMO: -10.20 eV
* frontier orbital gap: 10.7 eV
* ΔE to the lowest compared entry with this formula, charge and spin: 115.71 kcal per mole
* E_LUMO: 0.5 eV
* total energy: -456.83652 a.u.

=====

What is the total energy in the first record? -285.22564 a.u.

=====

total energy of number 2 (C25H46BCl8MnN4O25)? -7937.15753 a.u.

=====

The lowest total energy belongs to which entry? C25H46BCl8MnN4O25